Record 1
The following is a DFT calculation (ωB97M-V/def2-TZVPD) of a cluster of 8 separate species, C28H43NO25 in total.

```
97
Properties=species:S:1:pos:R:3:forces:R:3:lowdin_charge:R:1
C -1.9325 -0.0616 6.4115 0.262 -0.153 -0.032 -0.088
C -2.4976 -0.1827 4.9860 -0.519 0.021 0.229 -0.207
C -2.7211 1.1507 4.2832 0.265 -0.421 -0.488 -0.189
O -3.4138 2.0413 5.1618 -0.093 0.256 0.046 -0.065
O -4.5627 2.5169 4.4492 -0.105 -0.109 0.044 0.062
C -5.5951 2.6803 5.3196 0.164 0.372 0.784 -0.561
O -5.5570 2.5276 6.5093 -0.128 -0.213 -0.860 0.159
O -6.6369 3.1013 4.5852 0.219 -0.539 -0.179 0.021
C -7.8758 2.4046 4.8849 -0.241 0.305 0.107 -0.144
C -8.7055 2.2794 3.6102 -0.316 0.008 0.115 -0.171
C -9.4002 0.9154 3.4980 -0.102 0.522 0.100 -0.279
N -10.5651 0.8428 4.4053 0.201 -0.270 -0.137 -0.003
H -2.5499 -0.6155 7.1188 0.037 0.050 -0.001 0.071
H -1.8919 0.9723 6.7565 -0.084 -0.015 -0.056 0.072
H -0.9188 -0.4617 6.4609 -0.089 0.040 0.033 0.057
H -3.4733 -0.6808 5.0348 0.097 0.041 -0.011 0.108
H -1.8700 -0.8233 4.3596 0.049 0.174 0.006 0.098
H -1.7797 1.6126 3.9681 -0.062 0.082 0.241 0.108
H -3.3216 0.9914 3.3842 -0.022 0.101 0.112 0.125
H -7.6454 1.4202 5.3003 0.103 0.080 -0.016 0.127
H -8.4068 2.9779 5.6457 0.069 -0.123 0.023 0.131
H -9.4943 3.0374 3.6285 0.113 -0.007 -0.148 0.111
H -8.0927 2.4695 2.7263 0.164 -0.093 0.146 0.116
H -8.6781 0.1339 3.7482 -0.059 -0.086 -0.197 0.107
H -9.7252 0.7935 2.4609 0.107 -0.186 0.069 0.105
H -10.4938 0.0338 5.0091 -0.021 0.058 0.037 0.060
H -11.4084 0.7081 3.8631 -0.049 0.085 0.088 0.059
C 2.2594 3.4001 6.0020 0.034 0.028 0.170 -0.092
C 0.7844 3.7367 5.9517 0.022 0.169 0.068 -0.094
O 0.2561 2.6336 5.1971 -0.011 0.012 0.005 0.050
C 1.0947 1.5884 5.3312 -0.093 0.062 -0.024 -0.574
O 0.8433 0.4815 4.9592 0.128 -0.090 -0.183 0.132
O 2.2383 1.9591 5.9284 0.045 0.030 0.007 0.073
H 2.7426 3.7159 6.9223 0.007 -0.148 0.038 0.136
H 2.8146 3.7873 5.1524 -0.041 0.039 -0.079 0.115
H 0.3188 3.7354 6.9385 0.012 -0.060 0.000 0.137
H 0.5722 4.6738 5.4494 -0.026 -0.059 -0.160 0.118
C 1.1265 -1.7069 2.4252 0.011 0.088 0.262 -0.101
C 1.5926 -0.8029 1.3058 -0.012 0.161 0.092 -0.107
O 1.7931 -1.7304 0.2345 0.065 0.043 -0.016 0.050
C 1.0230 -2.8196 0.4652 -0.101 0.101 -0.067 -0.576
O 0.8157 -3.6531 -0.3606 -0.028 -0.206 0.240 0.149
O 0.5070 -2.7896 1.7073 0.111 0.021 -0.110 0.076
H 0.4158 -1.2305 3.0936 -0.080 -0.118 -0.024 0.109
H 1.9572 -2.1038 3.0088 -0.007 -0.025 -0.008 0.139
H 0.8298 -0.0824 1.0046 -0.022 -0.016 0.006 0.133
H 2.5173 -0.2784 1.5285 0.065 -0.086 -0.076 0.134
C 1.0420 -2.5661 -4.0467 0.052 -0.091 0.111 -0.094
C 0.2593 -1.9536 -2.9050 -0.105 -0.078 -0.048 -0.093
O 0.4334 -0.5490 -3.1519 -0.074 0.015 0.114 0.067
C 0.7177 -0.3685 -4.4519 0.020 0.011 0.177 -0.574
O 0.7720 0.7047 -4.9695 0.055 -0.033 -0.256 0.142
O 0.9420 -1.5477 -5.0649 0.016 0.010 0.006 0.061
H 0.6232 -3.5018 -4.4055 -0.042 0.080 -0.144 0.136
H 2.0946 -2.7141 -3.8065 -0.011 0.011 0.029 0.129
H -0.8052 -2.1899 -2.9565 -0.006 0.044 -0.061 0.141
H 0.6339 -2.2126 -1.9255 0.121 0.067 -0.076 0.088
C 3.8551 -4.1319 -6.2703 0.053 0.113 -0.094 -0.099
C 3.4686 -5.3953 -7.0109 -0.002 0.039 -0.109 -0.105
O 3.7872 -6.4141 -6.0547 -0.037 -0.028 -0.077 0.043
C 3.7732 -5.8659 -4.8162 0.058 0.016 0.006 -0.568
O 3.8421 -6.4807 -3.8044 -0.001 -0.019 0.017 0.171
O 3.6730 -4.5179 -4.8998 -0.024 0.014 -0.045 0.042
H 3.2238 -3.2784 -6.5055 -0.058 -0.012 0.127 0.130
H 4.9013 -3.8652 -6.4235 0.006 -0.047 -0.016 0.136
H 2.4009 -5.4451 -7.2315 -0.003 0.015 0.029 0.134
H 4.0368 -5.5458 -7.9250 0.072 -0.077 0.069 0.124
C 7.3118 -8.3700 -8.5029 0.054 -0.017 0.058 -0.108
C 6.5527 -7.8330 -7.3060 -0.126 -0.207 0.094 -0.113
O 6.6501 -6.4166 -7.4927 0.024 0.013 0.012 0.042
C 6.8617 -6.1733 -8.8078 -0.034 -0.070 -0.021 -0.581
O 6.8018 -5.0989 -9.3101 -0.030 0.048 -0.008 0.163
O 7.1281 -7.3244 -9.4660 0.041 0.011 0.009 0.064
H 6.9148 -9.3051 -8.8875 -0.057 0.070 -0.101 0.133
H 8.3788 -8.4841 -8.3058 0.002 0.036 -0.003 0.133
H 5.4978 -8.1100 -7.3216 0.007 -0.009 0.013 0.127
H 6.9825 -8.1181 -6.3500 0.038 0.146 0.022 0.137
C 1.7517 3.9799 -3.0775 0.103 -0.174 -0.021 -0.111
C 0.9564 3.8848 -4.3620 0.093 -0.121 -0.038 -0.101
O -0.1620 4.7417 -4.0822 0.084 0.121 0.093 0.070
C 0.1962 5.6205 -3.1223 -0.104 -0.151 -0.171 -0.576
O -0.4481 6.5564 -2.7763 0.001 0.051 0.107 0.161
O 1.3965 5.2781 -2.5867 0.008 0.022 -0.028 0.024
H 2.8264 3.9147 -3.2236 0.005 0.133 0.031 0.134
H 1.4400 3.2317 -2.3456 -0.020 -0.014 -0.018 0.129
H 1.5013 4.2852 -5.2185 -0.019 0.046 0.025 0.137
H 0.6264 2.8742 -4.5751 -0.161 0.056 -0.028 0.100
C 0.0091 5.3631 1.4279 -0.039 0.016 -0.141 -0.094
C 1.3052 5.1142 0.6806 -0.110 0.092 -0.163 -0.101
O 2.2852 5.6073 1.6053 0.000 -0.055 0.100 0.073
C 1.7565 5.5763 2.8449 0.025 0.125 -0.143 -0.569
O 2.3662 5.7736 3.8500 -0.003 -0.077 0.025 0.148
O 0.4373 5.2984 2.7960 -0.029 -0.031 0.084 0.053
H -0.7566 4.6158 1.2412 0.018 -0.050 0.126 0.134
H -0.3992 6.3560 1.2374 0.029 0.004 -0.015 0.138
H 1.4916 4.0521 0.5112 -0.001 -0.033 0.035 0.131
H 1.3759 5.6490 -0.2625 0.077 0.044 0.112 0.119
```
Forces are in eV/Å.

Results
Multiplicity: 1
Relative energy (zero: lowest compared OMol25 entry of this formula, charge and spin) (eV): 0.000
SMILES: CCCOOC(=O)OCCCN.O=C1OCCO1.O=C1OCCO1.O=C1OCCO1.O=C1OCCO1.O=C1OCCO1.O=C1OCCO1.O=C1OCCO1
Electronic energy (eV): -82408.96173
Largest force on an atom (eV Å⁻¹): 0.89

---

Record 2
The following is a DFT calculation (ωB97M-V/def2-TZVPD) of a structure of composition CH4N2O3.

```
10
Properties=species:S:1:pos:R:3:forces:R:3:lowdin_charge:R:1
N 1.2785 -0.0428 -0.5879 -0.351 -1.069 0.475 -0.022
C 0.0980 -0.5351 0.4487 1.085 -0.618 -0.646 -0.659
N -0.5086 1.1021 0.1742 1.259 -0.198 -0.668 0.192
O 1.1259 1.2492 -0.4715 -1.689 0.736 0.865 -0.049
O -0.7075 -1.3649 -0.3265 0.065 0.324 0.114 0.038
O 0.3477 -0.7533 1.6090 -0.214 0.280 -0.343 0.049
H -0.7999 -2.1897 0.1713 -0.045 0.159 0.104 0.115
H 1.0455 -0.3558 -1.5390 -0.264 0.147 0.202 0.107
H -1.2119 1.3038 -0.5358 0.047 0.046 0.045 0.112
H -0.6676 1.5864 1.0574 0.107 0.193 -0.148 0.117
```
Forces are in eV/Å.

Results
Multiplicity: 1
Relative energy (zero: lowest compared OMol25 entry of this formula, charge and spin) (eV): 3.107
Electronic energy (eV): -10219.31994
Largest force on an atom (eV Å⁻¹): 2.04

---

Record 3
The following is a DFT calculation (ωB97M-V/def2-TZVPD) of a structure of composition C23H40Cl3CoN4O3Si.

```
75
Properties=species:S:1:pos:R:3:forces:R:3:lowdin_charge:R:1
C -1.1092 -2.0017 -3.8863 0.458 0.122 -0.698 -0.039
C -0.5702 -2.4743 -2.5840 0.733 -0.288 0.708 -0.213
H -0.8513 -2.6967 -4.6953 -0.302 0.143 0.187 0.079
H -0.6811 -1.0368 -4.1567 -0.096 -0.211 -0.210 0.058
H -2.2053 -1.8824 -3.8217 0.381 -0.048 -0.075 0.113
C -0.1962 -3.7511 -2.4065 -0.656 0.648 0.278 -0.117
C 0.0057 -4.7367 -3.4950 0.052 -0.587 -0.379 -0.102
H -0.1469 -4.2026 -1.4181 0.422 0.507 -0.060 0.104
H 0.6640 -4.3769 -4.2928 -0.085 0.055 0.123 0.080
H -0.9309 -5.0511 -3.9729 0.144 -0.111 0.142 0.087
H 0.4916 -5.5971 -3.0277 -0.150 -0.175 -0.423 0.073
Co -3.3523 1.4759 1.7266 1.358 1.339 1.090 0.016
Cl -3.2364 3.5948 1.2476 -0.417 0.329 0.036 0.027
Cl -0.4840 1.6983 0.2776 0.183 -0.154 -0.284 0.486
H 1.7138 5.0827 4.0047 0.072 0.042 -0.273 0.095
H -1.2172 6.2624 3.4033 0.204 0.079 -0.223 0.091
C 1.5139 4.9817 2.9254 0.112 -0.177 0.075 -0.058
C -0.7626 5.9133 2.4618 -0.393 -0.220 0.090 -0.068
N 0.1021 4.7619 2.6831 0.054 -0.292 0.344 -0.193
H 2.0622 4.1051 2.5599 0.014 0.321 0.104 0.089
C -0.4117 3.5842 3.1347 0.202 -0.027 0.018 -0.383
O 0.2691 2.6733 3.6059 -0.526 0.638 -0.341 -0.026
H -1.5784 5.6261 1.7878 0.230 0.186 0.089 0.031
H -1.5128 3.5336 3.0080 0.465 -0.068 0.171 0.046
H 1.8248 5.8892 2.4001 0.047 -0.222 0.087 0.081
H -0.1736 6.7243 2.0210 -0.204 -0.217 0.048 0.083
H 2.4068 -1.1205 -2.8374 0.198 0.327 0.044 0.098
H 2.7307 -3.5950 -1.7160 0.260 -0.066 0.081 0.081
C 3.1645 -0.8050 -2.1029 -0.231 -0.096 -0.101 -0.049
C 3.5354 -3.0371 -1.2108 -0.233 0.228 0.113 -0.058
N 3.0793 -1.6765 -0.9535 0.769 0.101 0.598 -0.206
H 2.9806 0.2168 -1.7775 0.217 -0.596 -0.072 0.041
C 2.8046 -1.2157 0.3149 0.151 0.725 -0.291 -0.334
O 2.4229 -0.0833 0.6021 0.527 -1.393 -0.444 0.008
H 3.7920 -3.5340 -0.2651 -0.004 0.054 -0.337 0.095
H 2.9702 -2.0161 1.0768 -0.090 0.432 -0.262 0.135
H 4.1604 -0.8804 -2.5705 -0.261 0.053 0.203 0.101
H 4.4014 -3.0023 -1.8929 -0.196 -0.130 0.436 0.094
O 0.2178 -0.3146 -1.7067 0.111 -1.255 0.232 -0.072
C -0.5539 -1.4112 -1.4546 -1.183 -1.850 0.549 -0.302
C 0.5214 -2.8789 0.3737 -0.319 -0.168 0.105 -0.090
C -0.5629 -2.1147 -0.0516 0.113 0.052 -0.221 -0.148
H 1.3698 -2.9627 -0.3066 -0.338 0.143 0.753 0.071
C 0.4230 -3.6572 1.5412 0.131 -0.008 -0.462 -0.074
H -1.6199 -1.1168 -1.4509 -0.003 0.973 -0.121 0.157
C -1.7741 -2.2144 0.6481 -0.526 -0.047 -0.025 -0.066
H 1.3238 -4.1722 1.9124 -0.620 0.058 -0.237 0.110
C -0.8092 -3.8038 2.1762 -0.250 0.637 0.341 -0.087
C -1.9292 -3.0576 1.7491 0.951 -0.375 -0.263 -0.066
H -2.6715 -1.6879 0.3052 0.552 -0.026 0.076 0.019
H -0.8899 -4.4535 3.0474 0.009 0.130 -0.194 0.103
H -2.9016 -3.1529 2.2447 0.455 0.059 -0.219 0.114
Si -0.1277 1.9762 -1.7978 -0.697 4.251 1.176 0.231
Cl -4.2742 0.1247 0.5072 -1.468 -1.616 -1.640 0.048
C 1.6586 2.3702 -2.2100 0.522 -0.828 -0.211 -0.170
C -0.7443 3.8581 -1.6342 0.006 -0.672 -0.226 -0.260
C -1.4123 1.2514 -2.9100 0.190 -0.495 -0.499 -0.162
H 2.2793 1.4933 -2.0019 -0.145 0.812 -0.220 -0.028
H 2.0785 3.2363 -1.6597 -0.636 -0.548 -0.077 0.056
H 1.7530 2.6091 -3.2840 -0.134 -0.158 0.287 0.050
H -0.9325 0.3885 -3.3760 -0.768 0.443 -0.183 -0.014
H -1.7423 1.9716 -3.6784 0.202 -0.205 0.450 0.064
H -2.2618 0.9301 -2.2907 0.148 0.083 -0.229 0.052
H -1.7565 3.8701 -1.1912 0.395 0.097 -0.188 -0.023
H -0.7758 4.3892 -2.5990 -0.024 -0.193 0.113 0.019
H -0.0691 4.4366 -0.9780 -0.263 -0.336 -0.117 0.014
N -0.8491 0.0766 2.6916 -1.100 -1.095 2.542 -0.004
C -0.3316 -0.6857 3.7018 -1.293 0.940 -0.668 -0.068
C -1.3273 -0.8384 4.6748 -0.167 0.048 -0.356 -0.059
C -2.4573 -0.1408 4.1818 1.818 0.402 -1.837 -0.096
N -2.1548 0.4363 2.9585 1.268 -1.308 1.782 -0.087
H -0.3784 0.3979 1.8581 0.072 0.069 -0.117 -0.013
H 0.6832 -1.0641 3.6592 -0.246 0.194 -0.060 0.128
H -1.2301 -1.4186 5.6053 -0.172 0.520 -0.699 0.104
H -3.4467 -0.0205 4.5871 0.002 0.020 0.074 0.103
```
Forces are in eV/Å.

Results
Multiplicity: 5
Relative energy (zero: lowest compared OMol25 entry of this formula, charge and spin) (eV): 3.008
Electronic energy (eV): -119674.51901
Largest force on an atom (eV Å⁻¹): 4.46